An isolated molecule of C3H3NO2. Source: the Open Molecules 2025 dataset; level of theory: ωB97M-V/def2-TZVPD.

Last column: Löwdin charge in e.
Atoms and positions in Å:
O (-0.11389, 1.42888, -0.73702)  0.115
C (0.12834, 0.19948, -0.31250)  -0.279
C (-1.04227, -0.57937, 0.10385)  -0.227
O (-2.15266, -0.09780, -0.05107)  0.039
C (1.46681, -0.22654, 0.02042)  -0.304
N (2.62173, -0.53069, -0.05025)  0.189
H (-1.07738, 1.57339, -0.59633)  0.132
H (1.03893, -0.17324, 1.12950)  0.199
H (-0.86961, -1.59410, 0.49340)  0.136

E_HOMO (spin up / spin down) = -0.3528 / -0.3201 hartree
spin multiplicity = 1

---

A cluster of 6 separate species, C13H38Cl2O14P2 in total at a distorted geometry. Source: the Open Molecules 2025 dataset; level of theory: ωB97M-V/def2-TZVPD.

Last column: Löwdin charge in e.
Atoms and positions in Å:
C (-8.14874, 3.86740, 0.14117)  -0.081
O (-9.20118, 3.03253, -0.41169)  -0.255
P (-9.33380, 2.78278, -2.05714)  0.488
O (-8.03348, 2.41011, -2.72178)  -0.264
O (-10.61382, 1.78692, -2.31226)  -0.226
C (-11.79388, 1.97930, -1.60230)  -0.130
O (-9.92090, 4.11990, -2.66040)  -0.238
C (-10.44912, 4.24508, -4.01101)  -0.065
H (-8.57909, 4.75014, 0.61412)  0.087
H (-7.34724, 4.00939, -0.58376)  0.087
H (-7.74689, 3.32422, 0.99650)  0.083
H (-12.40048, 2.82760, -1.91935)  0.088
H (-11.38840, 2.28106, -0.63656)  0.072
H (-12.32735, 1.03556, -1.48890)  0.098
H (-9.87054, 3.70477, -4.76028)  0.094
H (-10.46602, 5.27707, -4.36143)  0.085
H (-11.49937, 3.95577, -3.97396)  0.080
C (7.13710, -7.36680, 4.70195)  -0.143
O (6.54423, -7.29642, 3.44988)  -0.256
P (6.70528, -8.45244, 2.25427)  0.482
O (6.75905, -9.74356, 2.84448)  -0.208
O (8.05280, -7.99422, 1.36977)  -0.229
C (9.32820, -8.30314, 1.82401)  -0.156
O (5.47991, -8.25579, 1.20682)  -0.225
C (4.31232, -7.41396, 1.44032)  -0.064
H (6.42627, -7.39611, 5.52776)  0.091
H (7.69250, -6.43655, 4.58247)  0.092
H (7.92578, -8.08609, 4.92264)  0.087
H (9.76983, -8.70200, 0.91079)  0.088
H (9.51916, -9.09333, 2.55012)  0.091
H (9.85546, -7.38647, 2.08821)  0.089
H (4.19581, -7.24805, 2.51130)  0.077
H (3.48351, -7.99295, 1.03297)  0.092
H (4.49382, -6.44561, 0.97399)  0.090
Cl (-4.41864, 6.37726, 6.96479)  0.466
C (-2.71717, 6.19296, 7.50542)  -1.006
Cl (-2.11287, 7.81904, 7.78977)  0.485
H (-2.59501, 5.65851, 8.44752)  0.030
H (-2.11913, 5.77385, 6.69622)  0.026
O (1.25438, -1.27413, -8.44686)  -0.064
C (1.48778, -0.44203, -7.36021)  -0.266
C (2.15400, -1.40233, -6.37520)  -0.241
O (2.79766, -0.66039, -5.34198)  -0.079
H (1.03412, -0.68310, -9.17057)  0.090
H (2.37102, 0.15642, -7.58349)  0.113
H (0.68075, 0.23783, -7.08710)  0.126
H (2.88854, -2.02489, -6.88603)  0.126
H (1.38833, -2.00490, -5.88657)  0.116
H (3.64419, -1.07474, -5.15947)  0.079
O (5.30366, 5.12273, -0.92443)  -0.055
C (4.83615, 4.78386, 0.31625)  -0.287
C (5.57869, 5.59922, 1.37713)  -0.222
O (6.89460, 5.04646, 1.40010)  -0.087
H (4.62050, 5.03424, -1.59306)  0.095
H (3.82976, 5.20161, 0.34376)  0.118
H (4.96962, 3.72326, 0.52941)  0.124
H (5.20359, 5.60080, 2.40056)  0.120
H (5.71954, 6.63516, 1.06877)  0.116
H (7.33045, 5.21168, 0.56085)  0.078
O (-0.75415, 1.15922, 3.02759)  -0.046
C (-1.50443, 0.41791, 2.12245)  -0.262
C (-0.93456, 0.36383, 0.68477)  -0.258
O (0.15519, -0.51585, 0.60661)  -0.071
H (0.11625, 0.76826, 2.92197)  0.084
H (-1.57895, -0.62276, 2.43796)  0.118
H (-2.50813, 0.83873, 2.06243)  0.119
H (-0.56013, 1.32836, 0.34187)  0.117
H (-1.64618, 0.05116, -0.07938)  0.115
H (0.62975, -0.17354, -0.15445)  0.085

SMILES = COP(=O)(OC)OC.COP(=O)(OC)OC.ClCCl.OCCO.OCCO.OCCO
E_HOMO = -0.3694 hartree
spin multiplicity = 1

---

A cluster of 2 separate species, C2H6NO2 in total at a distorted geometry. Source: the Open Molecules 2025 dataset; level of theory: ωB97M-V/def2-TZVPD.

Last column: Löwdin charge in e.
Atoms and positions in Å:
C (1.43213, -0.37835, -0.48438)  -0.182
C (-1.36678, 0.21255, 0.83944)  -0.316
N (0.23857, -0.12282, -1.24957)  -0.215
O (-0.09909, 1.13729, -1.27703)  -0.283
O (-0.85590, -0.85259, 0.15899)  -0.336
H (2.31583, -0.67105, -1.27341)  0.105
H (1.68153, 0.45744, 0.10217)  0.034
H (1.16840, -1.20104, 0.17410)  0.049
H (-2.46532, 0.04226, 0.96258)  0.053
H (-1.07477, 1.18298, 0.24410)  0.077
H (-0.97460, 0.19334, 1.80301)  0.015

charge = -1
E_HOMO = -0.1060 hartree
spin multiplicity = 1

---

A structure of composition C25H29ClN2O5PdSi. Source: the Open Molecules 2025 dataset; level of theory: ωB97M-V/def2-TZVPD.

Last column: Löwdin spin population.
Atoms and positions in Å:
Pd (-1.37565, -0.27960, -1.21565)  1.530
Cl (-4.39365, -3.46675, 4.86783)  0.136
C (-3.62395, -2.51803, 3.70899)  0.233
C (-2.84188, -1.41030, 4.11505)  -0.018
C (-2.19757, -0.66349, 3.18409)  0.146
C (-2.28665, -0.98292, 1.77238)  0.085
O (-1.63272, -0.30015, 0.96628)  0.277
C (-3.13780, -2.10084, 1.38142)  0.100
C (-3.35344, -2.47000, -0.01976)  0.019
O (-2.83647, -1.94581, -0.98687)  0.078
C (-3.77215, -2.83255, 2.33992)  0.049
H (-2.76444, -1.17620, 5.16962)  -0.004
H (-1.58333, 0.18662, 3.45870)  0.005
H (-4.04826, -3.30473, -0.18876)  0.002
H (-4.39738, -3.67181, 2.04892)  -0.002
C (-3.31461, 2.53559, -5.29117)  0.002
O (-2.66051, 1.31130, -4.91288)  0.002
C (-2.36172, 1.05764, -3.66914)  0.007
O (-1.79472, 0.02118, -3.36926)  0.061
N (-2.68772, 1.98963, -2.71930)  0.006
N (-2.25808, 1.78725, -1.40309)  0.106
H (-3.41855, 2.48430, -6.36595)  0.000
H (-2.70362, 3.40008, -5.02978)  0.000
H (-4.30464, 2.60460, -4.83879)  0.000
H (-3.17878, 2.83684, -2.94368)  0.002
H (-3.04903, 1.83272, -0.77290)  0.001
H (-1.58352, 2.50233, -1.15501)  0.002
C (4.44825, 0.24945, -0.29921)  0.060
C (3.36299, 0.64397, -1.26117)  0.393
C (3.19366, -0.28873, -2.43753)  0.058
C (3.30782, 2.11455, -1.59457)  0.064
Si (1.45595, 0.38912, -0.26101)  0.163
O (0.41243, 0.86542, -1.35367)  0.156
C (1.46295, 1.42840, 1.28248)  0.035
C (0.39005, 2.31458, 1.42853)  0.011
C (0.24928, 3.06984, 2.58424)  0.001
C (1.18552, 2.95865, 3.60578)  0.008
C (2.26322, 2.09172, 3.47081)  0.001
C (2.40268, 1.33433, 2.31510)  0.007
C (1.36437, -1.42966, 0.08842)  0.037
C (1.90079, -2.02596, 1.22914)  0.008
C (1.76054, -3.39205, 1.43934)  0.012
C (1.06819, -4.17461, 0.51799)  0.010
C (0.51754, -3.59186, -0.61527)  0.009
C (0.68565, -2.23214, -0.83592)  0.025
H (5.39968, 0.31269, -0.84579)  0.030
H (4.35252, -0.78066, 0.05063)  0.005
H (4.52567, 0.92997, 0.54857)  0.002
H (4.03546, -0.10144, -3.11732)  0.028
H (2.27747, -0.09380, -2.99669)  0.004
H (3.23052, -1.33832, -2.14419)  0.002
H (4.19103, 2.33852, -2.20858)  0.030
H (3.35377, 2.74665, -0.70579)  0.003
H (2.42410, 2.37352, -2.17925)  0.004
H (-0.33374, 2.41183, 0.62880)  0.000
H (-0.58251, 3.75700, 2.68798)  0.000
H (1.08141, 3.55409, 4.50468)  0.000
H (3.00035, 2.00920, 4.26005)  0.000
H (3.25634, 0.67044, 2.23336)  0.001
H (2.40868, -1.42903, 1.97810)  0.001
H (2.19142, -3.84536, 2.32350)  0.001
H (0.97291, -5.24176, 0.67699)  0.000
H (-0.01075, -4.20249, -1.33858)  0.000
H (0.35461, -1.82293, -1.79113)  0.006

charge = +2
E_HOMO (spin up / spin down) = -0.5264 / -0.5292 hartree
spin multiplicity = 5

---

Taking the records one at a time from the top gives relative energy (zero: lowest compared OMol25 entry of this formula, charge and spin) values of 463.9 135.1 538.3 36.5 kJ/mol.